Computed, not measured: a cluster of 6 separate species, C35H85ClN5O2P in total at a distorted geometry, with ωB97M-V/def2-TZVPD.

Computed properties:
energy relative to the best compared isomer or geometry (same formula, charge and spin) = 19.89 kJ/mol
E_HOMO = -7.94 eV
frontier orbital gap = 0.3065 Ha
E_tot = -71028.566 eV

Element x y z (Å)
C: 1.856 1.802 -0.602
C: 1.765 1.388 -2.079
Cl: 1.012 2.670 -3.074
C: 0.975 0.078 -2.285
P: 2.169 -1.247 -2.836
C: 3.444 -1.477 -1.482
C: 3.389 -2.748 -0.657
O: 4.272 -3.053 0.057
O: 2.296 -3.571 -0.765
H: 1.376 1.076 0.043
H: 2.901 1.833 -0.316
H: 1.434 2.780 -0.427
H: 2.773 1.229 -2.436
H: 0.292 0.189 -3.113
H: 0.385 -0.182 -1.415
H: 1.374 -2.407 -2.763
H: 4.427 -1.391 -1.914
H: 3.325 -0.661 -0.775
H: 1.549 -3.174 -0.300
C: -3.177 -2.536 3.399
C: -1.757 -2.117 3.749
N: -0.926 -1.904 2.580
C: 0.488 -1.797 2.886
C: 0.957 -0.617 3.745
C: -1.421 -0.949 1.609
C: -1.694 0.483 2.072
H: -3.176 -3.402 2.736
H: -3.717 -2.806 4.307
H: -3.733 -1.730 2.916
H: -1.306 -2.916 4.342
H: -1.800 -1.232 4.403
H: 1.048 -1.790 1.943
H: 0.792 -2.721 3.390
H: 0.937 0.323 3.196
H: 1.991 -0.780 4.056
H: 0.358 -0.505 4.649
H: -2.346 -1.346 1.179
H: -0.720 -0.918 0.769
H: -2.267 0.528 2.999
H: -2.279 1.003 1.309
H: -0.773 1.048 2.207
C: -8.257 2.734 0.267
C: -7.985 1.629 1.278
N: -6.797 0.859 0.970
C: -6.693 -0.372 1.735
C: -6.535 -0.266 3.256
C: -5.567 1.614 0.823
C: -5.099 2.489 1.992
H: -8.279 2.333 -0.747
H: -9.225 3.192 0.472
H: -7.506 3.523 0.311
H: -8.840 0.947 1.267
H: -7.954 2.070 2.287
H: -5.864 -0.966 1.338
H: -7.589 -0.967 1.529
H: -5.536 0.069 3.534
H: -6.677 -1.251 3.705
H: -7.266 0.407 3.704
H: -5.670 2.255 -0.057
H: -4.768 0.913 0.562
H: -5.899 3.110 2.398
H: -4.315 3.165 1.643
H: -4.675 1.897 2.801
C: -4.448 -5.848 -1.851
C: -5.010 -4.476 -1.512
N: -4.386 -3.404 -2.261
C: -4.682 -2.083 -1.736
C: -6.133 -1.591 -1.767
C: -4.427 -3.538 -3.706
C: -5.799 -3.684 -4.376
H: -3.362 -5.858 -1.751
H: -4.859 -6.595 -1.170
H: -4.704 -6.157 -2.866
H: -4.828 -4.292 -0.449
H: -6.105 -4.498 -1.638
H: -4.051 -1.354 -2.253
H: -4.342 -2.064 -0.693
H: -6.451 -1.324 -2.774
H: -6.222 -0.689 -1.155
H: -6.830 -2.327 -1.363
H: -3.822 -4.406 -3.981
H: -3.903 -2.685 -4.144
H: -6.425 -4.424 -3.875
H: -5.666 -4.019 -5.407
H: -6.343 -2.742 -4.413
C: 7.074 -1.155 6.285
C: 6.271 -2.137 5.444
N: 6.444 -1.941 4.019
C: 5.465 -2.649 3.211
C: 5.461 -4.180 3.256
C: 7.814 -1.988 3.540
C: 8.634 -3.252 3.826
H: 6.867 -0.127 5.984
H: 6.806 -1.262 7.336
H: 8.148 -1.328 6.203
H: 5.212 -1.989 5.676
H: 6.516 -3.162 5.764
H: 5.569 -2.329 2.172
H: 4.472 -2.299 3.518
H: 6.305 -4.605 2.716
H: 4.556 -4.555 2.773
H: 5.471 -4.562 4.278
H: 8.349 -1.135 3.966
H: 7.807 -1.801 2.464
H: 8.550 -3.572 4.865
H: 9.691 -3.052 3.634
H: 8.345 -4.084 3.186
C: 4.112 4.213 -3.778
C: 3.461 5.333 -4.574
N: 4.074 6.627 -4.342
C: 3.283 7.738 -4.839
C: 3.048 7.840 -6.351
C: 5.503 6.700 -4.589
C: 6.013 6.312 -5.983
H: 4.149 4.461 -2.716
H: 3.530 3.299 -3.892
H: 5.127 4.002 -4.120
H: 2.414 5.395 -4.265
H: 3.454 5.053 -5.639
H: 3.736 8.670 -4.488
H: 2.307 7.691 -4.347
H: 3.944 8.155 -6.883
H: 2.280 8.590 -6.551
H: 2.703 6.897 -6.777
H: 6.004 6.063 -3.856
H: 5.840 7.712 -4.352
H: 5.581 5.373 -6.332
H: 7.097 6.176 -5.949
H: 5.810 7.081 -6.725

These are the Löwdin partial charges, in e, on atoms 1 to 8:
1. C -0.112
2. C -0.792
3. Cl 0.631
4. C -0.455
5. P 0.934
6. C -0.292
7. C -0.571
8. O 0.140